1.
Density functional theory data (the ωB97M-V functional and the def2-TZVPD basis) for a 2-piece molecular cluster, C3H9N2O2 overall.

Values from the calculation:
Energy relative to the best compared isomer or geometry (same formula, charge and spin) in eV: 0.876
Charge: +1

```
16
Properties=species:S:1:pos:R:3:forces:R:3:nbo_charge:R:1
C 0.18818 0.31720 -1.63943 -0.23 -0.05 -0.02 -0.417
N 1.68129 -2.00968 0.79644 0.29 0.27 -0.23 -0.718
C 1.24513 -1.44772 -0.32086 0.75 0.29 -0.10 0.397
N 0.61163 -0.32044 -0.38909 0.43 0.47 0.01 -0.483
H -0.75785 0.82029 -1.46162 0.00 -0.01 0.03 0.244
H 0.03868 -0.44100 -2.40165 0.10 -0.02 -0.06 0.223
H 0.91912 1.05723 -1.95674 0.06 -0.05 -0.01 0.233
H 1.65311 -1.50239 1.66505 -0.20 0.04 0.22 0.418
H 2.43110 -2.68038 0.72809 -0.19 -0.24 -0.04 0.433
H 1.54334 -1.91118 -1.25552 -0.46 -0.32 0.02 0.225
H 0.62843 0.30724 0.41128 -0.51 -0.31 0.11 0.438
O -1.28432 2.77009 0.54044 0.03 0.37 -0.08 -0.534
C -2.00817 1.99131 1.06426 0.55 -0.40 -0.11 0.637
O -1.55949 0.71375 1.26119 -0.90 -0.25 0.16 -0.727
H -3.02416 2.18570 1.41969 -0.10 0.02 0.03 0.132
H -2.30600 0.14999 1.53847 0.39 0.20 0.06 0.499
```
Forces are in eV/Å.

***

2.
Density functional theory data (the ωB97M-V functional and the def2-TZVPD basis) for C32H78As2F21N5O11 as an isolated structure in a non-equilibrium geometry.

Values from the calculation:
Energy relative to the best compared isomer or geometry (same formula, charge and spin) in eV: 12.025
Charge: 0

```
149
Properties=species:S:1:pos:R:3:forces:R:3:lowdin_charge:R:1
C -1.06169 -1.16540 -3.36990 -0.88 -0.55 0.30 -0.021
C -0.31778 0.16116 -3.14186 -0.25 -0.99 -1.03 -0.277
C -0.64729 0.92604 -1.88608 0.03 -1.64 2.09 -0.235
O 0.19375 1.99659 -1.68228 0.13 1.71 -0.53 -0.173
C 0.04338 2.73135 -0.45163 0.33 -0.08 -0.12 -0.052
N 1.16717 -0.06508 -3.25117 0.30 1.10 -0.40 0.250
H 1.66976 -0.72420 -2.67408 -0.23 -0.48 0.94 0.183
H 1.46742 -0.26442 -4.19468 -0.25 -0.40 -0.70 0.176
H 1.53339 0.86434 -3.10236 0.81 0.54 0.63 0.158
H -1.94968 -1.06603 -3.99417 0.11 0.45 -0.09 0.089
H -1.44169 -1.66946 -2.48129 0.21 0.46 0.52 0.085
H -0.51158 -1.98408 -3.83383 0.61 0.47 -0.24 0.092
H -0.48933 0.81198 -3.99923 -0.12 0.06 -0.03 0.160
H -0.47747 0.30106 -1.00935 0.04 -0.94 0.08 0.137
H -1.72285 1.07704 -1.79396 -0.26 0.73 -0.65 0.139
H 0.66525 3.62288 -0.53264 0.00 -0.20 -0.15 0.100
H 0.38425 2.16801 0.41702 0.16 -0.34 -0.13 0.097
H -0.97471 3.05193 -0.23067 -0.29 -0.12 -0.47 0.083
C 7.57667 -5.19526 -4.27872 0.92 -0.26 -0.15 -0.039
C 8.48059 -3.93537 -4.36616 -0.30 0.05 -0.72 -0.229
C 9.16478 -3.75226 -5.81238 -2.06 0.39 2.71 -0.162
O 9.73623 -2.47817 -5.92344 -2.02 -1.32 3.76 -0.163
C 10.28136 -2.34342 -7.12892 2.67 1.31 -2.17 -0.149
N 7.47720 -2.79125 -4.15284 0.10 0.46 -1.20 0.228
H 7.82733 -1.84948 -4.05003 0.98 0.38 0.45 0.172
H 6.95463 -2.66884 -5.00843 -0.60 -0.24 -0.74 0.165
H 6.77460 -2.92245 -3.43923 -0.08 -0.47 0.66 0.168
H 6.88582 -5.29654 -5.11572 -0.29 0.63 0.06 0.092
H 7.05529 -5.23609 -3.32238 -0.13 0.08 -0.10 0.091
H 8.11773 -6.13719 -4.36894 0.53 0.20 0.26 0.088
H 9.18974 -3.81875 -3.54664 0.03 -0.32 -0.11 0.150
H 8.27637 -3.82731 -6.43942 0.22 -0.29 -0.86 0.134
H 9.87749 -4.56340 -5.96141 -0.01 -0.04 -0.13 0.136
H 11.09011 -1.62576 -6.99108 -0.03 0.40 -0.39 0.102
H 9.58626 -1.94540 -7.86818 0.01 -0.50 -0.38 0.114
H 10.82623 -3.26108 -7.35052 -0.25 -0.19 -0.98 0.094
C -7.27695 -8.41377 2.25851 -0.85 1.02 -0.42 -0.012
C -7.35769 -6.97900 1.68045 1.36 1.13 -0.65 -0.248
C -6.04744 -6.49292 1.01501 0.63 -1.61 0.65 -0.205
O -5.46053 -7.63610 0.43001 -1.93 -0.30 -0.22 -0.193
C -4.24325 -7.33787 -0.16579 1.08 1.48 -0.15 -0.079
N -8.50606 -6.83339 0.64244 -0.25 0.26 1.10 0.245
H -8.25042 -6.91666 -0.33111 0.40 -0.88 -0.59 0.175
H -9.27946 -7.41762 0.92641 -0.12 -1.04 -0.45 0.160
H -8.97599 -5.93952 0.65900 0.38 0.90 0.28 0.160
H -8.24118 -8.64015 2.71363 -0.08 -0.20 0.03 0.082
H -6.53688 -8.49035 3.05508 0.14 0.18 -0.30 0.105
H -7.06452 -9.11686 1.45313 0.11 0.04 0.20 0.096
H -7.52238 -6.16496 2.38638 -0.65 -0.49 0.46 0.140
H -5.36074 -6.10779 1.76881 0.00 -0.20 0.76 0.133
H -6.11709 -5.59646 0.39888 -0.60 -0.20 -0.91 0.132
H -4.41147 -6.41233 -0.71642 0.57 0.14 -0.35 0.095
H -3.82067 -8.06291 -0.86138 -0.61 -0.38 0.33 0.109
H -3.54996 -7.14803 0.65361 0.55 0.07 -0.21 0.101
C -7.11095 -0.19132 1.65765 0.07 -0.93 -1.00 -0.049
C -7.82211 -0.34869 3.03437 1.51 1.41 -1.18 -0.235
C -6.83871 0.07070 4.17153 -1.18 -0.43 1.71 -0.137
O -7.61425 0.47845 5.35210 0.45 -0.98 -1.65 -0.238
C -6.89055 0.40314 6.60951 -0.89 0.95 -0.63 -0.048
N -9.13183 0.49156 3.09260 1.35 -1.24 1.09 0.239
H -9.43854 0.45053 4.05404 -0.01 -0.09 0.94 0.144
H -9.01606 1.48221 2.93355 -0.09 0.30 -0.92 0.176
H -9.82057 -0.03643 2.57592 -0.40 0.71 -0.81 0.167
H -6.33896 -0.94307 1.49337 0.01 -0.55 0.84 0.094
H -6.51942 0.65570 1.31012 -0.56 0.90 1.02 0.093
H -7.73196 -0.43819 0.79655 -0.65 0.14 0.18 0.084
H -8.20488 -1.36912 3.05160 0.24 0.05 0.61 0.147
H -6.11083 0.82562 3.87421 -0.43 0.48 -0.24 0.134
H -6.20848 -0.76460 4.47680 -0.17 -0.44 -0.33 0.135
H -5.97295 0.96793 6.44481 0.13 -0.16 0.63 0.100
H -6.74710 -0.59461 7.02426 0.18 -0.19 -0.56 0.095
H -7.59773 0.91458 7.26251 0.53 0.17 0.29 0.096
C -1.02432 10.30043 3.86337 0.70 1.02 -1.51 -0.052
C -0.69213 10.79484 5.25632 1.22 -0.93 0.08 -0.241
C -0.46203 12.34330 5.36887 -1.17 -1.07 -0.50 -0.208
O -0.10477 12.74949 6.63192 -0.68 -0.89 0.75 -0.164
C -0.21030 14.13769 6.68435 1.76 1.49 1.60 -0.113
N -1.71246 10.13711 6.23506 1.01 1.14 -0.16 0.251
H -2.55555 9.87670 5.74363 -0.65 0.52 0.15 0.160
H -1.40043 9.29103 6.68991 0.79 -0.68 -0.17 0.173
H -1.78685 10.77505 7.01454 -0.93 0.54 0.37 0.159
H -1.80144 10.88653 3.37278 -0.54 -0.10 0.39 0.091
H -1.14169 9.24930 3.59984 -0.30 -0.20 1.02 0.098
H -0.19806 10.53840 3.19347 0.45 0.22 0.24 0.098
H 0.25319 10.38211 5.60865 0.03 -0.24 -0.14 0.157
H -1.37326 12.87894 5.10272 -0.18 0.03 -0.61 0.133
H 0.38778 12.65505 4.76163 -0.31 -0.55 -1.02 0.150
H -1.19196 14.56568 6.88748 -0.21 -0.42 -0.05 0.101
H 0.26402 14.69077 5.87366 -0.26 -0.46 -0.79 0.098
H 0.49642 14.37683 7.47900 -0.52 0.40 0.51 0.104
As 6.58935 3.42270 -0.80118 2.35 -0.87 -0.76 0.907
F 5.53591 4.75309 -0.29472 1.07 -0.76 -0.45 -0.292
F 5.60660 3.07377 -2.22959 -0.20 0.62 0.65 -0.315
F 7.54312 1.97573 -1.34539 -0.28 1.18 0.87 -0.339
F 7.80542 3.73115 0.62488 -2.22 -0.45 -2.28 -0.348
F 5.59717 2.29157 0.10148 0.45 0.78 0.14 -0.292
F 7.64881 4.40749 -1.91905 -1.29 -0.57 1.75 -0.322
As -7.59886 -5.03084 -5.42594 -0.62 -0.45 -0.55 0.892
F -7.67737 -5.65872 -3.77171 -0.01 -0.28 -0.08 -0.342
F -7.13175 -3.49858 -4.61366 -0.24 -0.70 -1.27 -0.321
F -7.70349 -4.40941 -7.13211 0.81 -0.59 2.30 -0.298
F -8.12127 -6.67184 -6.00500 0.82 1.79 0.53 -0.313
F -9.31388 -4.55763 -5.26552 1.10 -0.28 -0.02 -0.314
F -5.85240 -5.48171 -5.46532 -1.92 0.51 -0.43 -0.301
C 4.33922 -0.19569 -9.29727 1.86 -2.10 3.59 -0.409
O 5.34783 0.84975 -9.26395 -1.27 1.13 -0.56 -0.138
O 4.71008 -1.05241 -8.20375 -2.38 2.22 -3.33 -0.335
C 2.77105 0.42347 -9.32877 0.68 0.80 0.85 -0.528
F 2.35565 0.81709 -10.54718 0.48 -0.27 -1.13 0.088
F 1.73815 -0.28976 -8.86730 0.24 -1.72 0.19 0.100
F 2.63570 1.55190 -8.59224 0.92 0.70 0.62 0.081
C 5.14674 1.92425 -10.18177 1.77 0.80 0.78 -0.279
C 6.54796 2.59816 -10.43038 -0.97 -0.52 -0.23 -0.075
H 7.35580 1.89788 -10.64276 -0.23 -0.35 0.12 0.061
H 6.47873 3.22610 -11.31863 -0.02 0.37 0.12 0.055
H 6.83946 3.17989 -9.55589 -0.04 0.06 -0.10 0.064
H 4.54056 2.69183 -9.70066 -0.26 0.10 0.03 0.099
H 4.62899 1.69509 -11.11318 0.22 -0.62 -0.15 0.104
H 4.55889 -0.57481 -10.29533 -0.93 -0.79 -0.45 0.117
C 2.41573 -4.84066 -0.02090 4.92 1.81 -2.03 -0.519
O 1.99344 -5.32127 -1.26022 -3.09 -0.59 -0.17 -0.138
O 3.31225 -3.82930 -0.37363 -2.15 -0.37 1.68 -0.274
C 1.29828 -4.48276 0.98237 -1.15 0.44 0.92 -0.444
F 0.06311 -4.16124 0.45713 0.60 -0.73 -0.29 0.062
F 1.03664 -5.55567 1.86945 0.36 1.40 -0.99 0.039
F 1.56116 -3.37809 1.72415 0.36 -1.21 -0.08 0.103
C 2.04502 -6.69661 -1.58446 1.43 1.09 -0.19 -0.292
C 1.53652 -6.65842 -2.98117 -0.39 -2.01 -0.89 -0.096
H 1.93872 -5.79448 -3.51027 -0.51 0.02 0.14 0.086
H 1.85671 -7.55003 -3.52024 0.43 -0.17 -0.18 0.064
H 0.45977 -6.82659 -3.00182 -0.23 0.98 -0.13 0.070
H 1.61370 -7.45940 -0.93622 -0.75 0.37 0.30 0.115
H 3.10461 -6.95160 -1.60288 0.46 -0.24 0.02 0.109
H 3.06600 -5.65307 0.30349 -0.44 -0.61 1.58 0.126
C 0.81412 4.08513 9.52515 -5.09 2.27 1.52 -0.510
O 1.35388 3.73378 10.77620 1.98 1.74 0.64 -0.097
O 0.09143 5.23112 9.83342 1.50 -1.11 -2.28 -0.290
C 1.63816 4.04351 8.21860 -1.35 -0.91 0.24 -0.656
F 2.68379 4.74226 8.26105 3.58 3.61 0.45 0.205
F 2.09145 2.82865 8.01442 0.42 -3.27 0.08 0.129
F 1.06687 4.30990 6.99823 -1.30 0.72 0.60 0.084
C 1.92000 2.51013 10.98764 0.02 -0.32 -0.66 -0.344
C 2.09753 2.29523 12.43628 0.15 -0.48 1.58 -0.090
H 1.23620 1.84862 12.93300 -0.26 0.16 -0.08 0.068
H 2.91099 1.58791 12.59780 0.19 0.06 0.15 0.069
H 2.31235 3.23538 12.94427 0.18 -0.01 -0.03 0.082
H 2.91423 2.49015 10.54132 0.01 -0.62 -0.57 0.119
H 1.19430 1.78854 10.61244 0.47 -0.82 -0.59 0.118
H 0.13452 3.23674 9.44455 -0.71 -0.81 -1.20 0.116
```
Forces are in eV/Å.

***

3.
Density functional theory data (the ωB97M-V functional and the def2-TZVPD basis) for a 3-piece molecular cluster, C13H39N6O4P2 overall in a non-equilibrium geometry.

Values from the calculation:
Charge: +1

```
64
Properties=species:S:1:pos:R:3:forces:R:3:nbo_charge:R:1
C -2.66493 5.14789 2.86434 -0.11 -0.12 0.06 -0.648
C -1.58499 4.40603 3.64265 0.10 0.17 -0.03 -0.065
O -2.20636 3.39658 4.44927 -0.05 -0.23 -0.30 -0.528
C -1.35664 2.44202 4.97096 -0.22 0.31 0.12 0.112
N -2.02136 1.11114 4.95250 0.49 -0.30 0.30 -0.658
C -1.82405 0.30439 3.84766 -0.10 -0.58 -0.10 0.729
N -0.77213 -0.48788 3.77392 0.05 -0.24 0.08 -0.725
N -2.71429 0.24353 2.84938 0.19 1.34 0.08 -0.975
P -4.35241 0.88568 3.09769 -0.41 0.13 -0.11 1.520
N -4.75888 2.28268 2.61683 0.53 -0.30 0.02 -1.262
P -2.19250 0.45342 1.14480 -0.32 -0.60 -0.48 1.297
C -0.54724 1.26473 1.25661 0.04 0.07 0.00 -1.023
O -1.77673 -1.10391 0.88086 0.15 0.03 0.09 -1.036
H -2.54590 6.22668 2.94885 0.03 -0.04 -0.08 0.233
H -2.66736 4.87981 1.80609 0.03 0.04 0.05 0.209
H -3.64161 4.88570 3.27284 0.03 0.06 0.05 0.249
H -0.86230 3.92760 2.96749 -0.02 0.04 0.06 0.157
H -1.03040 5.09657 4.28510 -0.01 -0.08 0.03 0.184
H -1.14736 2.62816 6.02952 0.01 0.01 -0.05 0.194
H -0.39689 2.42582 4.43343 -0.08 -0.07 -0.04 0.153
H -1.76706 0.60256 5.79346 -0.02 0.08 0.01 0.403
H 0.00344 -0.40115 4.41266 -0.07 0.01 0.03 0.426
H -0.74480 -1.22101 3.07196 0.03 0.12 -0.06 0.447
H -5.03294 -0.17935 2.49208 0.04 -0.09 -0.03 -0.067
H -4.50762 0.61322 4.45921 0.02 -0.11 0.04 -0.056
H -4.06072 2.84738 2.15722 -0.25 0.28 -0.02 0.396
H 0.20606 0.55294 0.91373 -0.01 0.00 0.06 0.262
H -0.24419 1.66334 2.22358 -0.05 0.02 -0.01 0.229
H -0.58061 2.08898 0.54007 0.05 0.01 0.09 0.261
H -1.55146 -1.21923 -0.07639 0.17 0.09 0.03 0.541
C -0.00286 -2.03612 -3.35484 -0.03 -0.05 0.02 -0.618
C -1.31508 -1.29885 -3.12589 0.24 -0.16 -0.02 -0.080
C -1.78736 -0.44413 -4.30360 -0.10 0.05 -0.01 -0.075
O -1.07049 0.76237 -4.46096 0.08 -0.03 0.08 -0.549
C 0.14881 0.66677 -5.17840 -0.03 0.06 -0.07 -0.250
N -1.19646 -0.48438 -1.89731 -0.58 0.00 0.19 -0.876
H 0.85646 -1.36847 -3.28432 -0.02 0.02 -0.03 0.202
H 0.13530 -2.81062 -2.60243 0.03 0.00 0.00 0.229
H 0.01602 -2.51384 -4.33495 -0.01 0.01 -0.01 0.220
H -2.09125 -2.04951 -2.94995 -0.04 0.04 0.00 0.196
H -2.82247 -0.14482 -4.11877 0.01 0.03 -0.01 0.188
H -1.77612 -1.02604 -5.23276 0.05 -0.03 0.03 0.179
H 0.07937 -0.07710 -5.97705 0.01 -0.01 0.00 0.176
H 0.99054 0.41390 -4.52874 -0.01 -0.04 -0.01 0.162
H 0.33820 1.64187 -5.62317 -0.01 0.00 0.00 0.199
H -2.11471 -0.06781 -1.73391 0.02 0.11 -0.14 0.359
H -0.61197 0.31565 -2.13327 0.11 -0.05 0.06 0.377
C 5.62865 -2.03533 -1.08149 0.03 0.05 -0.02 -0.613
C 5.12166 -2.92160 -2.21498 0.02 -0.02 0.15 -0.083
C 3.69938 -2.58515 -2.67677 0.00 -0.03 -0.17 -0.074
O 2.66900 -3.02383 -1.80780 0.04 0.04 0.10 -0.551
C 2.40651 -2.18543 -0.70638 -0.08 -0.05 -0.02 -0.248
N 5.27698 -4.32218 -1.82584 -0.14 -0.01 -0.10 -0.819
H 5.20102 -2.33091 -0.12257 -0.02 -0.01 -0.01 0.197
H 6.70989 -2.12780 -0.99394 0.00 -0.04 0.02 0.229
H 5.38974 -0.98454 -1.25818 0.00 0.00 0.00 0.200
H 5.76816 -2.75122 -3.08143 -0.03 0.02 -0.03 0.194
H 3.51458 -3.10184 -3.62153 -0.03 -0.03 0.02 0.190
H 3.59544 -1.50690 -2.86627 0.03 0.01 0.04 0.159
H 2.54807 -1.12979 -0.96738 0.01 0.01 0.02 0.163
H 3.03574 -2.42479 0.15516 0.03 0.05 -0.01 0.170
H 1.36309 -2.33850 -0.42295 -0.01 0.01 -0.01 0.180
H 5.07102 -4.92802 -2.61365 0.10 0.00 -0.02 0.357
H 4.56940 -4.54539 -1.13200 0.05 0.01 0.05 0.352
```
Forces are in eV/Å.

***

Result set for total energy: -10325.9756 -243149.4060 -49814.3390 eV, one per record in the order listed.
Result set for lowest unoccupied orbital energy: -0.1300 -0.1149 -0.1352 Ha, one per record in the order listed.